1.
{"formula": "C2H8N2P2", "method": "ωB97M-V with the def2-TZVPD basis set", "homo_lumo_gap_ev": 8.74, "total_energy_ha": -873.09998, "mol_weight_g_mol": 122.05, "relative_energy_ev": 1.885, "e_homo_ev": -8.078, "smiles": "C/C=N\\P[PH2]=N", "species": ["C", "C", "N", "N", "P", "P", "H", "H", "H", "H", "H", "H", "H", "H"], "coordinates": [[-1.0634, 0.4624, 1.4928], [0.2309, -0.2662, 1.3515], [0.4775, -1.2895, 0.5652], [1.1611, 1.0479, -0.5717], [-0.3448, -1.6383, -0.8034], [0.5698, 0.2099, -1.6786], [-1.0367, 1.6267, 1.4053], [-1.7060, 0.0060, 0.7552], [-1.6760, 0.2660, 2.3944], [1.0184, -0.1068, 2.0042], [1.3977, 2.0234, -0.7557], [0.4713, -2.8600, -0.9861], [1.1349, -0.1076, -2.9942], [-0.6347, 0.6261, -2.1790]], "forces_ev_per_angstrom": [[-0.87, 1.68, -0.17], [-0.67, -2.57, -1.70], [0.24, 2.13, 3.76], [1.61, 2.11, 1.24], [-0.47, -1.67, -0.88], [-0.84, -1.97, -3.00], [0.22, -2.21, -0.12], [-0.42, 0.47, -0.75], [1.04, -0.10, 0.18], [1.32, 0.68, 1.59], [-0.09, -0.43, 0.16], [-0.39, 1.12, -0.79], [0.19, 0.17, 1.02], [-0.86, 0.60, -0.52]]}

***

2.
{"formula": "C2H8N2S", "method": "ωB97M-V with the def2-TZVPD basis set", "homo_lumo_gap_ev": 9.04, "total_energy_ha": -588.67141, "mol_weight_g_mol": 92.17, "relative_energy_ev": 0.231, "e_homo_ev": -8.247, "smiles": "[H]/N=C\\N.CS", "species": ["N", "C", "N", "H", "H", "H", "H", "H", "C", "S", "H", "H", "H"], "coordinates": [[-2.3866, 0.6553, 1.3212], [-1.1840, 0.4723, 0.6966], [-0.9747, 0.0418, -0.4879], [-3.2123, 0.5946, 0.7475], [-2.4058, 1.3562, 2.0410], [-0.3401, 0.9520, 1.2000], [0.6977, 0.5940, -1.2323], [-1.7777, -0.5687, -0.6973], [2.3328, -0.9613, -0.6940], [2.0254, 0.7938, -1.0512], [1.8955, -1.6085, -1.4459], [3.4085, -1.1154, -0.6811], [1.9214, -1.2062, 0.2833]], "forces_ev_per_angstrom": [[0.12, -0.53, 0.24], [0.48, 1.82, -0.74], [-0.84, -1.81, 1.02], [-0.01, -0.02, 0.08], [-0.09, -0.11, 0.09], [-0.08, -0.07, 0.14], [0.25, 0.21, 0.08], [-0.02, 0.58, -0.82], [0.06, 0.18, 0.25], [0.09, -0.13, -0.23], [-0.05, 0.02, -0.11], [0.04, -0.02, 0.03], [0.04, -0.12, -0.03]]}

***

3.
{"formula": "C2H8N2Si", "method": "ωB97M-V with the def2-TZVPD basis set", "homo_lumo_gap_ev": 9.58, "total_energy_ha": -479.88307, "mol_weight_g_mol": 88.19, "relative_energy_ev": 1.279, "e_homo_ev": -8.754, "smiles": "CN1N[Si@H]1C", "species": ["C", "C", "N", "N", "Si", "H", "H", "H", "H", "H", "H", "H", "H"], "coordinates": [[1.9224, -0.4441, 0.1847], [-1.4833, 1.6574, -0.0131], [-0.3301, -1.3799, 0.7048], [0.7564, -1.1708, -0.3322], [-0.8468, -0.4443, -0.6794], [2.5286, -0.4841, -0.6781], [1.8689, 0.5544, 0.4479], [2.2920, -1.1411, 1.0266], [-2.4952, 1.8662, 0.2901], [-0.7927, 1.7174, 0.8049], [-1.2140, 2.3298, -0.7159], [-0.5173, -2.3062, 0.9483], [-1.6888, -0.7545, -1.9884]], "forces_ev_per_angstrom": [[-0.21, -3.95, 0.67], [0.83, -4.62, 0.91], [-0.41, 2.71, -0.67], [-1.69, 0.78, -0.40], [-0.96, 2.00, 0.84], [1.51, -0.12, -0.67], [-0.76, 2.03, 1.05], [-0.02, 1.52, -1.23], [-0.42, -0.65, 0.13], [0.14, 0.25, 0.67], [0.98, 2.06, -2.54], [-0.07, -1.86, -0.14], [1.07, -0.17, 1.37]]}

***

4.
{"formula": "C2H8N3", "method": "ωB97M-V with the def2-TZVPD basis set", "homo_lumo_gap_ev": 10.23, "charge": 1, "total_energy_ha": -244.98126, "mol_weight_g_mol": 74.11, "relative_energy_ev": 2.349, "e_homo_ev": -14.502, "species": ["C", "N", "H", "H", "H", "H", "N", "C", "N", "H", "H", "H", "H"], "coordinates": [[-2.1608, 0.9601, -1.0206], [-1.4548, -0.0829, -0.9475], [-2.6989, 1.3142, -1.9015], [-1.9600, 1.7424, -0.2818], [-1.6640, -0.8638, -1.5627], [-0.0851, 0.2789, 2.0849], [2.0487, -0.9537, 0.0556], [1.4841, -0.0925, 0.9503], [0.2270, 0.1045, 1.1297], [1.8131, -1.9327, 0.1220], [2.7067, -0.5745, -0.5989], [2.2257, 0.4791, 1.5116], [-0.4818, -0.3790, 0.4588]], "forces_ev_per_angstrom": [[1.35, 1.07, -0.69], [-0.66, -1.15, 1.07], [-0.65, -0.62, 0.19], [-0.23, -0.15, 0.05], [-0.02, 0.50, -0.73], [0.02, 0.86, -0.34], [-1.41, 0.74, 0.72], [1.95, 0.15, -0.58], [-0.85, -2.43, 0.65], [-0.30, 0.13, -0.81], [0.73, -0.47, 0.17], [-0.43, 0.39, 0.11], [0.50, 0.98, 0.19]]}

***

5.
{"formula": "C2H8N3", "method": "ωB97M-V with the def2-TZVPD basis set", "homo_lumo_gap_ev": 10.43, "charge": 1, "total_energy_ha": -244.98453, "mol_weight_g_mol": 74.11, "relative_energy_ev": 2.260, "e_homo_ev": -14.491, "species": ["C", "N", "H", "H", "H", "H", "N", "C", "N", "H", "H", "H", "H"], "coordinates": [[1.4267, 0.7897, -2.0799], [1.2420, -0.3009, -1.4374], [0.8199, 1.6905, -1.8229], [2.2413, 0.8576, -2.7753], [2.0957, -0.8241, -1.3415], [-1.3967, -1.8810, 0.5575], [-0.1467, 0.4065, 0.8045], [-1.2220, 0.0227, 1.4848], [-1.8442, -1.1377, 1.1381], [0.5488, -0.0042, 0.1001], [0.0801, 1.4081, 1.0135], [-1.3608, 0.4266, 2.4916], [-2.4843, -1.4537, 1.8669]], "forces_ev_per_angstrom": [[-0.34, -0.40, 1.01], [0.19, 1.77, 1.50], [-0.04, -0.87, -0.92], [0.45, 0.54, -0.28], [0.20, -1.09, -1.24], [-0.60, 1.28, 0.42], [-0.57, 2.95, 1.77], [2.36, -3.42, -1.89], [0.52, 0.78, 1.53], [-1.49, -0.48, -0.59], [0.14, -1.43, 0.01], [-0.96, 0.62, -0.73], [0.13, -0.26, -0.60]]}

***

6.
{"formula": "C2H8N3", "method": "ωB97M-V with the def2-TZVPD basis set", "homo_lumo_gap_ev": 9.23, "charge": 1, "total_energy_ha": -244.84845, "mol_weight_g_mol": 74.11, "relative_energy_ev": 5.963, "e_homo_ev": -15.794, "species": ["C", "C", "N", "N", "N", "H", "H", "H", "H", "H", "H", "H", "H"], "coordinates": [[-2.0034, -1.2333, -0.3188], [3.0731, 0.9254, 0.3709], [-0.7568, -0.9221, -0.9103], [-3.0128, -0.3342, -0.5717], [-0.7091, -0.5241, 0.3076], [-2.1201, -2.1682, 0.2387], [3.7145, 1.5512, 0.9510], [3.5217, 0.0339, 0.2003], [2.0318, 0.9442, 0.9815], [2.7561, 1.4667, -0.6324], [-3.7969, -0.2551, -0.0296], [-2.8654, 0.4796, -1.0659], [0.1673, 0.0359, 0.4786]], "forces_ev_per_angstrom": [[-3.59, 1.90, 0.04], [-4.79, 4.12, -0.61], [0.25, 0.66, 2.80], [2.63, -3.82, 0.02], [3.23, -0.02, -2.94], [-0.45, 0.28, -0.60], [0.43, 0.56, 0.19], [0.85, -2.93, -0.43], [2.32, -0.66, -1.09], [1.07, -1.11, 1.94], [-2.38, -0.60, 1.75], [0.97, 1.82, -1.57], [-0.53, -0.20, 0.50]]}

***

7.
{"formula": "C2H8N3O", "method": "ωB97M-V with the def2-TZVPD basis set", "s_squared": 0.7869, "homo_lumo_gap_ev": [9.37, 6.26], "total_energy_ha": -320.42659, "multiplicity": 2, "mol_weight_g_mol": 90.11, "relative_energy_ev": 0.557, "e_homo_ev": [-8.851, -8.847], "species": ["N", "C", "O", "H", "H", "H", "H", "N", "C", "N", "H", "H", "H", "H"], "coordinates": [[1.5348, -0.3496, -1.5114], [1.4782, 0.9640, -0.8911], [1.3935, 0.9644, 0.5134], [2.2993, -0.8638, -1.0933], [0.6821, -0.8780, -1.3621], [2.4483, 1.4212, -1.0927], [0.6708, 1.5063, -1.3906], [-1.0308, 0.2122, 1.5931], [-1.8938, -0.5624, 0.9982], [-1.5903, -1.1342, -0.1434], [-1.2697, 0.4708, 2.5484], [0.5455, 0.6149, 0.8325], [-2.8482, -0.7561, 1.4745], [-2.4197, -1.6096, -0.4755]], "forces_ev_per_angstrom": [[0.00, 0.10, 0.04], [0.46, -0.76, -0.18], [0.23, 0.23, 0.10], [-0.01, -0.14, -0.02], [0.01, 0.11, 0.10], [-0.24, 0.32, -0.18], [-0.02, 0.21, 0.24], [0.84, 0.05, 0.24], [-0.55, -0.14, 0.64], [0.24, 0.35, -0.43], [-0.37, 0.06, -0.18], [-0.03, 0.09, -0.23], [-0.39, -0.09, 0.09], [-0.16, -0.39, -0.22]]}

***

8.
{"formula": "C2H8N3O", "method": "ωB97M-V with the def2-TZVPD basis set", "homo_lumo_gap_ev": [8.44, 8.47], "charge": 1, "total_energy_ha": -320.07303, "mol_weight_g_mol": 90.11, "relative_energy_ev": 6.845, "e_homo_ev": [-14.290, -14.295], "smiles": "C[C@@H](NN)[NH+]=O", "species": ["C", "C", "N", "N", "N", "O", "H", "H", "H", "H", "H", "H", "H", "H"], "coordinates": [[-0.3628, -0.2107, -0.4926], [-1.7490, -0.3959, 0.1941], [0.3031, 1.0977, -0.3321], [0.6145, -1.1989, 0.0921], [1.4768, 0.9844, 0.3020], [1.8278, -0.9438, -0.0250], [-0.3265, -0.4055, -1.6362], [-1.8092, -0.5631, 1.3242], [-2.2413, -1.2178, -0.4519], [-2.3532, 0.5294, -0.0251], [0.4544, 1.4141, -1.3261], [0.3756, -1.7730, 0.9226], [2.2892, 1.5873, 0.1040], [1.5005, 1.0959, 1.3499]], "forces_ev_per_angstrom": [[0.24, -2.60, -0.04], [-0.89, -0.06, -1.50], [0.11, 0.81, -1.95], [-0.47, -0.50, -0.30], [3.01, 1.54, 3.24], [-1.06, 0.50, -0.51], [-0.62, 0.26, 1.95], [0.53, 0.00, -1.72], [0.52, 1.03, 1.62], [0.65, -0.89, 0.25], [0.19, 0.04, 1.60], [-0.26, 0.70, -0.23], [-0.82, -0.16, -1.34], [-1.14, -0.69, -1.06]]}

***

9.
{"formula": "C2H8N3O", "method": "ωB97M-V with the def2-TZVPD basis set", "homo_lumo_gap_ev": 10.01, "charge": 1, "total_energy_ha": -320.18262, "mol_weight_g_mol": 90.11, "relative_energy_ev": 3.863, "e_homo_ev": -13.682, "species": ["C", "C", "N", "N", "N", "O", "H", "H", "H", "H", "H", "H", "H", "H"], "coordinates": [[0.1959, 0.0056, -0.1696], [1.9315, 0.9208, -0.0490], [0.2163, -1.1040, 0.4144], [-0.6539, 0.7828, -0.8050], [-0.9871, -1.9951, 0.4664], [1.6674, 2.2380, -0.1399], [2.3376, 0.5349, 0.8763], [2.4082, 0.5504, -0.9486], [-0.3052, 1.6645, -1.1544], [-1.6036, 0.5424, -1.0472], [-1.9016, -1.5180, 0.4617], [-0.8762, -2.5101, 1.3506], [-0.9423, -2.6750, -0.3062], [1.5115, 2.6384, 0.7259]], "forces_ev_per_angstrom": [[3.18, 2.77, -0.19], [-3.09, -1.94, -0.37], [0.50, -1.95, 1.09], [-0.73, -0.05, -0.33], [-0.18, 0.37, -0.29], [0.05, 0.59, -0.02], [0.02, 0.02, 0.11], [0.10, 0.01, 0.04], [0.03, 0.04, 0.07], [0.05, 0.02, 0.01], [0.24, -0.24, 0.05], [-0.13, 0.22, -0.35], [-0.08, 0.25, 0.23], [0.04, -0.10, -0.08]]}

***

10.
{"formula": "C2H8N3P", "method": "ωB97M-V with the def2-TZVPD basis set", "s_squared": 2.0127, "homo_lumo_gap_ev": [8.81, 7.81], "total_energy_ha": -586.41299, "multiplicity": 3, "mol_weight_g_mol": 105.08, "relative_energy_ev": 0.740, "e_homo_ev": [-7.858, -9.095], "species": ["C", "C", "N", "N", "N", "P", "H", "H", "H", "H", "H", "H", "H", "H"], "coordinates": [[-0.0199, 2.7687, -0.4131], [1.6675, -1.2246, 0.0701], [0.6499, 1.5650, 0.0849], [0.0386, 0.4662, -0.1619], [0.3298, -0.7024, -0.0456], [-1.4725, -2.5321, -1.2416], [-1.0381, 2.8314, -0.0954], [0.1569, 2.8275, -1.4754], [0.4425, 3.7050, 0.0304], [2.1636, -0.6784, 0.8782], [1.5788, -2.2637, 0.2203], [2.1817, -1.1589, -0.9078], [-1.3409, -3.2564, -0.0464], [-0.0828, -2.5014, -1.4534]], "forces_ev_per_angstrom": [[1.68, 1.05, 0.54], [0.44, 1.26, -1.15], [-0.54, -0.88, 0.50], [0.64, 1.89, 0.04], [-0.81, -0.52, 0.44], [-0.40, 0.00, -0.38], [-0.85, -0.33, -0.23], [-0.54, 0.18, -0.52], [-0.11, -1.37, -0.33], [0.31, -0.20, -0.19], [-0.07, -1.16, 0.74], [0.13, 0.50, 0.51], [0.10, -0.12, 0.25], [0.03, -0.30, -0.21]]}